[1]
DFT (ωB97M-V/def2-TZVPD) results for a cluster of 6 separate species, C31H64F5N7O11P in total in a non-equilibrium geometry.

ORCA input file:
```
! RIJCOSX wB97M-V def2-TZVPD def2/J DEFGRID3
* xyz 1 1
P -5.998 0.208 -0.666
F 4.259 -2.282 -1.109
F 1.795 -1.947 0.702
F 3.084 -3.869 -0.140
F 0.747 -2.395 -1.159
F 2.763 -3.448 -2.258
O -6.696 -0.992 -1.436
O -1.404 5.100 -2.284
O 5.209 1.797 1.994
O 6.063 -8.971 -2.599
O -3.849 3.910 1.973
O 10.793 -1.660 0.830
O -3.020 -2.648 -2.992
O -6.711 0.351 0.736
O -6.549 -2.442 2.501
O -6.070 1.453 -1.450
O -2.797 -2.884 -5.243
N -4.349 4.991 3.907
N -3.546 0.130 -1.805
N 5.671 -6.836 -1.946
N -2.239 0.942 0.566
N 8.684 -1.041 0.284
N -3.026 6.244 -1.174
N 5.181 -0.240 2.990
C -1.884 5.556 -1.262
C -4.883 -2.372 0.764
C 4.414 -0.817 1.903
C 5.509 1.064 2.915
C -5.244 -1.999 2.204
C -1.501 0.925 -0.710
C -2.330 -2.604 -4.171
C 5.566 -1.073 4.114
C 2.155 -0.456 -1.117
C 4.836 -5.655 -2.030
C 0.869 0.263 -1.540
C -3.768 6.550 -2.388
C -4.283 -1.984 -3.015
C -3.535 4.630 2.911
C -3.907 5.846 4.996
C -4.163 -0.480 -3.025
C -3.697 0.964 0.443
C -3.543 6.661 0.113
C 1.917 -1.886 -0.661
C -5.723 4.510 3.896
C -2.063 -0.061 -1.710
C -0.081 0.420 -0.359
C 9.917 -1.513 0.007
C 7.669 -0.885 -0.735
C 6.845 -6.819 -1.088
C 5.397 -7.960 -2.638
C 3.044 -2.876 -1.079
C -4.202 -0.159 -0.487
C -3.780 -1.513 0.137
C 8.378 -0.678 1.657
C -1.398 2.344 -1.319
H -2.863 6.116 4.857
H -0.386 2.719 -1.341
H -4.039 5.628 -2.903
H 0.339 1.151 0.326
H -7.079 -1.713 2.816
H 8.062 -1.198 -1.700
H 6.132 -0.486 4.834
H 7.358 -0.318 1.732
H 2.782 -0.515 -2.002
H -1.674 0.183 -2.689
H 5.431 -4.817 -2.404
H -6.247 4.891 4.768
H 0.452 -0.323 -2.352
H -3.034 -1.335 0.903
H -4.839 -2.269 -3.902
H -5.773 -2.476 0.153
H 3.468 -0.286 1.805
H -4.842 -2.362 -2.173
H -4.037 1.921 0.035
H 7.743 -7.006 -1.677
H -1.758 2.382 -2.343
H 2.682 0.105 -0.360
H 9.063 0.101 1.993
H 6.769 -7.599 -0.331
H -1.418 5.384 -0.275
H 8.506 -1.548 2.304
H -3.663 1.143 -1.926
H 6.088 1.415 3.785
H 6.187 -1.903 3.772
H -4.559 -2.536 2.856
H 10.058 -1.759 -1.059
H -4.108 0.816 1.434
H -5.737 3.420 3.911
H 6.797 -1.499 -0.496
H -2.864 6.337 0.894
H -3.648 7.747 0.156
H -3.279 -2.135 -0.593
H -1.990 3.036 -0.734
H -7.597 -0.696 -1.630
H 7.356 0.159 -0.804
H -4.011 5.323 5.948
H -6.230 4.844 2.992
H -1.289 -2.287 -4.056
H -5.083 -0.943 2.415
H 1.144 1.236 -1.924
H -4.507 6.756 5.025
H -4.516 6.197 0.278
H -1.998 1.820 1.005
H 4.005 -5.827 -2.710
H 6.926 -5.849 -0.603
H -4.668 7.100 -2.132
H -1.816 -1.092 -1.510
H 4.446 -5.413 -1.049
H -3.518 -0.205 -3.854
H -0.216 -0.497 0.203
H -2.518 5.045 3.013
H 4.680 -1.476 4.607
H -6.139 0.688 1.430
H 4.488 -7.874 -3.259
H -4.467 -3.371 0.832
H -5.119 -0.029 -3.245
H 4.967 -0.715 0.967
H 4.222 -1.868 2.101
H -3.154 7.148 -3.061
*
```

Results
**Kohn-Sham gap**: 8.2 eV

[2]
DFT (ωB97M-V/def2-TZVPD) results for a structure of composition C39H46F6N5OP2S2Si2Tl in a non-equilibrium geometry.

ORCA input file:
```
! RIJCOSX wB97M-V def2-TZVPD def2/J DEFGRID3
* xyz -1 2
Tl 3.208 -12.344 18.887
S 2.649 -10.008 24.315
S 0.105 -15.180 21.966
P -0.708 -11.320 19.784
P 2.864 -9.047 17.539
Si 6.662 -14.481 20.688
Si 2.942 -13.564 15.476
F 0.072 -11.290 21.263
F -2.119 -11.698 20.535
F -1.423 -11.380 18.282
F 0.765 -10.966 19.001
F -0.346 -12.960 19.601
F -1.014 -9.713 19.866
O 6.536 -11.665 18.293
N 5.552 -10.754 17.765
N 3.825 -13.971 16.935
N 3.430 -11.400 22.291
N 2.291 -13.990 21.178
N 5.726 -14.263 19.172
C 6.147 -16.456 18.117
C -0.177 -9.114 14.017
C 0.788 -13.941 22.931
C 2.430 -12.136 22.858
C 1.709 -9.069 16.150
C 4.031 -6.963 16.124
C 6.522 -16.952 16.901
C 6.130 -9.581 17.821
C 0.607 -5.940 18.991
C 3.613 -10.253 22.906
C -0.575 -9.360 15.352
C 4.284 -8.108 16.838
C 3.969 -12.250 14.588
C 2.145 -8.966 14.800
C 1.802 -8.268 19.907
C 6.274 -16.254 15.701
C 5.745 -15.758 21.712
C 1.436 -14.952 20.842
C 1.042 -7.477 20.782
C 5.065 -6.149 15.645
C 5.648 -8.459 17.114
C 2.571 -15.088 14.408
C 6.373 -6.437 15.954
C 1.614 -15.827 19.645
C 4.698 -9.292 22.546
C 4.958 -14.620 16.902
C 1.182 -8.919 13.776
C 8.436 -14.973 20.328
C 1.397 -6.689 18.134
C 1.910 -13.342 22.351
C 0.420 -6.327 20.336
C 1.261 -12.922 15.952
C 5.617 -15.114 18.193
C 1.919 -11.504 24.035
C 6.641 -7.594 16.644
C 0.350 -9.287 16.408
C 6.761 -12.753 21.444
C 5.550 -15.089 15.691
C 2.010 -7.872 18.591
H 4.911 -9.304 21.463
H 6.055 -12.510 18.502
H 7.565 -12.112 21.041
H 2.983 -6.671 15.922
H 4.786 -15.358 22.132
H 6.326 -17.024 19.091
H 3.218 -8.910 14.575
H 8.903 -15.268 21.288
H 0.520 -13.743 16.080
H 1.768 -15.235 18.742
H 0.849 -12.280 15.139
H -1.575 -9.648 15.614
H 0.897 -7.813 21.794
H 9.028 -14.083 19.977
H 1.510 -6.450 17.097
H 3.349 -11.525 14.020
H 7.690 -7.910 16.804
H 6.357 -16.134 22.550
H 4.441 -8.274 22.844
H 0.694 -16.435 19.527
H 8.573 -15.786 19.599
H 7.131 -5.686 15.703
H 0.207 -4.993 18.634
H 7.104 -9.472 18.271
H 5.610 -9.566 23.118
H 2.465 -16.529 19.825
H 5.771 -12.238 21.337
H 5.483 -16.605 21.053
H 4.830 -5.258 15.096
H 4.704 -12.664 13.866
H 6.672 -16.704 14.791
H -0.899 -9.152 13.189
H 6.985 -12.833 22.522
H 1.557 -15.036 13.989
H 2.638 -15.992 15.030
H 1.185 -11.898 24.714
H 1.308 -12.347 16.897
H 0.383 -13.714 23.898
H 6.971 -17.931 16.802
H 5.211 -14.666 14.752
H 4.537 -11.740 15.346
H -0.239 -5.734 20.951
H 3.290 -15.188 13.587
H 1.515 -8.645 12.791
H 2.304 -9.146 20.268
H -0.001 -9.434 17.428
*
```

Results
**ΔE to the lowest compared entry with this formula, charge and spin**: 0.00 kcal per mole
**Kohn-Sham gap (alpha / beta)**: 5.6 / 7.3 eV

[3]
DFT (ωB97M-V/def2-TZVPD) results for a cluster of 2 separate species, C3H3BrO2 in total in a non-equilibrium geometry.

ORCA input file:
```
! RIJCOSX wB97M-V def2-TZVPD def2/J DEFGRID3
* xyz 0 1
Br -0.449 -1.625 -2.301
O 1.240 -0.143 -0.593
O -0.814 -1.129 2.410
C -0.066 -0.406 -0.817
C 0.499 0.854 -1.159
C -1.335 -1.184 1.395
H -2.162 -1.532 0.938
H 0.669 1.033 -2.212
H 0.462 1.733 -0.592
*
```

Results
**ΔE to the lowest compared entry with this formula, charge and spin**: 112.73 kcal per mole
**Kohn-Sham gap (alpha / beta)**: 8.6 / 7.5 eV

[4]
DFT (ωB97M-V/def2-TZVPD) results for a cluster of 2 separate species, C18H41N2O2P2 in total in a non-equilibrium geometry.

ORCA input file:
```
! RIJCOSX wB97M-V def2-TZVPD def2/J DEFGRID3
* xyz 1 1
P 7.525 -0.532 -2.681
P 6.029 0.571 -1.544
O 7.919 -1.932 -1.988
O 6.886 -0.981 -4.105
N 8.756 0.373 -2.918
N -2.700 0.926 1.410
C -3.434 2.764 0.021
C -2.353 3.298 0.980
C 2.318 -0.120 -1.135
C -4.606 -0.089 2.852
C 4.441 0.381 -2.478
C 3.265 0.958 -1.664
C -1.681 2.053 1.542
C -1.950 -0.391 1.463
C -3.688 1.083 2.542
C 6.364 -1.305 0.572
C -3.302 1.245 0.063
C -6.732 0.684 1.663
C 5.692 -0.273 0.038
C 0.851 -2.001 -1.955
C 1.222 -0.521 -2.152
C -2.676 -2.847 1.433
C -2.527 -1.549 0.636
C -5.711 -0.436 1.854
H 3.655 1.525 -0.818
H -1.628 3.932 0.476
H -0.163 -2.237 -2.272
H -6.230 -1.320 2.228
H 0.899 -2.191 -0.880
H 0.328 0.058 -1.913
H 8.743 -2.266 -2.365
H 4.849 0.139 0.590
H -2.597 0.887 -0.686
H -4.423 3.075 0.355
H -1.840 -0.646 2.516
H 7.433 -1.429 0.462
H -6.276 1.594 1.264
H -4.254 0.741 -0.056
H -3.526 -2.808 2.114
H -5.088 0.164 3.800
H 1.562 -0.317 -3.164
H 2.837 -1.013 -0.788
H 4.270 -0.639 -2.823
H -1.837 -1.743 -0.186
H -1.373 2.137 2.581
H -4.261 1.989 2.349
H 4.590 0.999 -3.362
H -7.507 0.377 0.963
H 5.827 -2.068 1.125
H 8.659 1.275 -2.471
H -3.078 1.267 3.425
H -7.217 0.934 2.607
H -1.780 -3.061 2.017
H 1.584 -2.646 -2.434
H -3.479 -1.312 0.168
H 1.791 0.312 -0.278
H -4.012 -0.976 3.077
H -2.843 -3.685 0.758
H -5.304 -0.728 0.884
H -2.800 3.898 1.772
H -0.953 -0.175 1.086
H -0.825 1.778 0.931
H 2.698 1.622 -2.315
H 6.978 -1.937 -4.192
H -3.318 3.135 -0.994
*
```

Results
**Kohn-Sham gap**: 7.4 eV

[5]
DFT (ωB97M-V/def2-TZVPD) results for a cluster of 7 separate species, C22H51O13P in total in a non-equilibrium geometry.

ORCA input file:
```
! RIJCOSX wB97M-V def2-TZVPD def2/J DEFGRID3
* xyz 0 1
P -0.924 2.079 1.493
O 4.052 0.941 1.835
O 0.006 -7.050 -2.575
O 4.436 6.984 2.848
O -3.184 -0.906 -3.500
O 1.424 4.471 2.020
O 0.740 4.391 6.086
O 3.037 2.963 1.540
O -1.361 2.727 2.863
O 0.534 -1.312 -1.734
O 1.402 -0.173 1.334
O -1.430 0.727 1.316
O -1.464 3.098 0.402
O -2.744 -3.646 0.500
C -3.843 -1.964 1.779
C 0.611 -2.705 -1.383
C -5.101 -4.018 0.996
C 5.116 7.122 1.602
C -3.833 -1.313 -4.703
C 0.725 -2.851 0.126
C 1.672 1.111 1.468
C -0.662 -7.434 -3.776
C -0.223 -8.826 -4.203
C -0.408 -6.407 -4.870
C -0.614 -3.420 -1.916
C -4.005 -3.009 0.690
C 1.813 6.378 6.958
C 2.007 4.999 6.345
C 1.697 3.348 1.733
C -3.566 -0.302 -5.809
C 2.826 5.069 5.068
C 3.089 1.613 1.617
C 0.852 2.167 1.560
C 5.648 5.774 1.141
C 4.192 7.741 0.565
C -3.370 -2.706 -5.101
H 1.602 -2.319 0.500
H 4.825 5.071 0.990
H 3.690 6.391 2.711
H 0.851 -8.841 -4.409
H 6.202 5.865 0.205
H 0.276 4.942 5.449
H -3.568 -3.419 -4.300
H -4.756 -1.385 1.927
H -1.514 -2.988 -1.478
H -3.041 -1.271 1.523
H -0.940 -6.664 -5.787
H -0.413 -9.547 -3.408
H 6.308 5.345 1.895
H -2.304 2.570 2.971
H -3.900 0.691 -5.507
H -2.237 -0.887 -3.672
H -0.277 -0.981 -1.335
H -2.494 -0.238 -6.015
H -4.900 -1.331 -4.479
H -0.866 3.190 -0.340
H -0.595 -4.486 -1.686
H -0.729 -5.417 -4.546
H -3.572 -2.430 2.731
H 1.223 6.310 7.872
H -1.724 -7.447 -3.531
H -0.750 -9.151 -5.101
H -0.155 -2.425 0.617
H 2.507 4.349 7.064
H -2.497 -4.094 1.313
H 1.010 -0.316 0.469
H 0.805 -3.900 0.414
H 3.820 8.706 0.911
H 2.770 6.846 7.193
H -5.179 -4.755 0.196
H 3.812 5.497 5.248
H 2.952 4.072 4.643
H -3.870 -3.049 -6.008
H -6.068 -3.528 1.114
H -2.291 -2.710 -5.281
H -4.078 -0.577 -6.731
H -4.874 -4.560 1.919
H -4.222 -2.511 -0.256
H 2.315 5.679 4.319
H 1.273 7.029 6.266
H -0.688 -3.300 -3.000
H 1.515 -3.093 -1.854
H 4.704 7.887 -0.388
H 0.951 -7.028 -2.755
H 3.325 7.096 0.396
H 0.661 -6.347 -5.096
H 5.952 7.797 1.793
*
```

Results
**Kohn-Sham gap**: 8.7 eV
**SMILES string**: O=C1OC(=O)C(P(=O)(O)O)=C1O.CC(C)O.CC(C)O.CC(C)O.CC(C)O.CC(C)O.CC(C)O

[6]
DFT (ωB97M-V/def2-TZVPD) results for the molecule C4H7NO2Si in a non-equilibrium geometry.

ORCA input file:
```
! RIJCOSX wB97M-V def2-TZVPD def2/J DEFGRID3
* xyz 0 1
Si -1.400 -1.311 1.703
O -0.826 -1.454 -1.210
O 1.865 2.681 1.124
N -0.509 -0.172 0.643
C 1.634 2.179 0.108
C -0.187 -0.408 -0.645
C 1.338 1.517 -0.998
C 0.635 0.334 -1.379
H -0.930 -1.302 -2.211
H -0.718 -2.686 1.526
H 1.047 0.059 -2.288
H -1.171 -0.457 2.965
H 0.231 0.450 0.928
H -2.872 -1.489 1.529
H 1.863 2.060 -1.794
*
```

Results
**ΔE to the lowest compared entry with this formula, charge and spin**: 8.83 kcal per mole
**Kohn-Sham gap**: 7.7 eV
**SMILES string**: O=C=C/C=C(/O)N[SiH3]

no.,total energy (hartree)
1,-3271.09283
2,-4692.84095
3,-2840.40569
4,-1652.88393
5,-2188.40513
6,-651.27193